Record 1
Formula: C3H2F7N
Source: the Open Molecules 2025 dataset
Level of theory: ωB97M-V/def2-TZVPD

For the largest force on an atom, the calculation gives 3.6 eV/Å. The total energy comes out at -869.31657 hartree. The HOMO energy is -11.60 eV. As for the LUMO energy: 0.14 eV.

```
13
Properties=species:S:1:pos:R:3:forces:R:3
F -1.5142 -1.6019 -0.7214 0.44 0.79 0.53
F -1.3137 0.4479 1.2021 1.82 -0.96 -1.72
F -0.6451 2.1206 -0.2784 -0.34 1.12 0.21
F 0.5568 -2.1286 -0.6604 0.32 0.26 -0.24
F -1.0056 0.7539 -1.8614 -0.92 -1.00 -0.97
F -0.4988 -1.8841 1.1731 -0.24 -0.85 0.95
F 0.9018 1.5804 -1.5441 2.10 -0.45 -0.66
N 1.1660 0.2229 0.8629 0.79 -0.22 0.31
C -0.1483 1.0891 -0.9475 -1.20 1.08 1.40
C -0.3860 -1.3877 -0.0332 -0.15 -1.78 -0.77
C 0.0944 0.0118 0.1263 -2.46 2.36 1.16
H 1.2929 -0.3882 1.6492 0.07 -0.26 0.16
H 1.4999 1.1640 1.0329 -0.24 -0.09 -0.35
```
Forces are in eV/Å.

natural (NBO) population analysis, charges in e, atoms 1 to 6: -0.285 -0.548 -0.301 -0.323 -0.286 -0.292

Record 2
Formula: C3H2FInO2
Source: the Open Molecules 2025 dataset
Level of theory: ωB97M-V/def2-TZVPD

For the largest force on an atom, the calculation gives 6.3 eV/Å. The total energy comes out at -555.59466 hartree. The HOMO energy (spin up / spin down) is -14.27 / -14.10 eV. As for the LUMO energy (spin up / spin down): -5.61 / -9.38 eV. The charge is +1. The spin multiplicity is 2.

```
9
Properties=species:S:1:pos:R:3:forces:R:3
In 0.7279 -1.3323 -1.5799 2.04 -0.38 -1.89
F 1.2027 0.6092 -0.4417 1.22 -0.37 -0.51
O -1.5701 -0.1588 1.4496 0.26 -0.78 -3.64
O -0.7016 -1.1556 -0.3699 -2.53 -2.09 -0.16
C 0.1405 0.9215 0.3726 -0.97 0.70 1.86
C -0.9059 -0.1558 0.4000 -0.48 2.79 5.59
C 0.3043 1.7081 1.4433 0.50 0.43 -1.26
H -0.5725 2.2117 1.8476 0.16 -0.87 0.55
H 1.2970 1.9360 1.8328 -0.20 0.57 -0.54
```
Forces are in eV/Å.

Mulliken population analysis, charges in e, atoms 1 to 6: 1.123 -0.253 -0.458 -0.490 0.319 0.703

Record 3
Formula: C3H2FN
Source: the Open Molecules 2025 dataset
Level of theory: ωB97M-V/def2-TZVPD

For the largest force on an atom, the calculation gives 5.2 eV/Å. The total energy comes out at -270.06504 hartree. The HOMO energy is -10.49 eV. As for the structure (SMILES): C=C(F)C#N. As for the LUMO energy: -0.09 eV.

```
7
Properties=species:S:1:pos:R:3:forces:R:3
F 0.7997 -1.6620 0.0114 -1.82 0.21 -0.29
N -2.5136 -0.5437 0.0033 4.09 1.12 -0.27
C 0.0752 -0.5035 0.0091 3.66 2.73 -0.07
C 0.8209 0.6343 -0.0013 -2.15 1.57 0.32
C -1.3385 -0.3639 -0.0296 -4.41 -2.73 0.60
H 0.2704 1.6461 0.1687 0.79 -2.06 -0.61
H 1.8859 0.7927 -0.1617 -0.16 -0.84 0.31
```
Forces are in eV/Å.

natural (NBO) population analysis, charges in e, atoms 1 to 6: -0.300 -0.237 0.264 -0.362 0.186 0.221

Record 4
Formula: C3H2FNO
Source: the Open Molecules 2025 dataset
Level of theory: ωB97M-V/def2-TZVPD

For the largest force on an atom, the calculation gives 1.9 eV/Å. The total energy comes out at -345.32873 hartree. The HOMO energy is -11.67 eV. As for the structure (SMILES): N#CC(=O)CF. As for the LUMO energy: -0.78 eV.

```
8
Properties=species:S:1:pos:R:3:forces:R:3
F 0.7482 -1.4006 -0.4046 0.16 0.12 -0.90
O -0.3344 1.9004 -0.3050 -0.10 -1.04 0.39
N -2.4464 -0.8796 -0.1185 0.24 0.17 0.11
C -0.3042 0.7190 -0.0935 -0.04 -0.69 -0.38
C -1.5303 -0.1867 -0.0702 0.17 0.86 -0.15
C 0.9618 -0.1398 0.1020 -0.26 -0.11 1.89
H 1.0706 -0.4008 1.2055 0.13 1.20 -1.02
H 1.8346 0.3881 -0.3156 -0.29 -0.50 0.07
```
Forces are in eV/Å.

natural (NBO) population analysis, charges in e, atoms 1 to 6: -0.339 -0.431 -0.232 0.486 0.145 -0.043

Record 5
Formula: C3H2FNOS
Source: the Open Molecules 2025 dataset
Level of theory: ωB97M-V/def2-TZVPD

For the largest force on an atom, the calculation gives 1.6 eV/Å. The total energy comes out at -743.47532 hartree. The HOMO energy is -9.52 eV. As for the structure (SMILES): F[C@@H]1C=NOC1=S. As for the LUMO energy: -1.03 eV.

```
9
Properties=species:S:1:pos:R:3:forces:R:3
S -2.6956 -0.0943 -0.1602 0.62 -0.10 0.09
F 0.2179 1.6105 -0.7930 -0.41 0.21 0.10
O -0.4821 -1.4333 -0.6033 -1.56 0.04 0.01
N 0.8679 -1.4165 -0.3503 1.36 0.66 0.58
C 1.1733 -0.2889 0.1512 -1.37 0.53 0.13
C -1.0978 -0.3018 -0.1467 -0.47 0.45 -0.54
C 0.0008 0.6942 0.2187 0.85 -1.07 0.56
H -0.1136 1.2248 1.1972 -0.12 -0.49 -0.93
H 2.1291 0.0053 0.4864 1.11 -0.22 0.01
```
Forces are in eV/Å.

natural (NBO) population analysis, charges in e, atoms 1 to 6: 0.094 -0.327 -0.335 -0.047 -0.002 0.119

Record 6
Formula: C3H2FO2
Source: the Open Molecules 2025 dataset
Level of theory: ωB97M-V/def2-TZVPD

For the largest force on an atom, the calculation gives 3.7 eV/Å. The total energy comes out at -365.69973 hartree. The HOMO energy is -3.07 eV. As for the LUMO energy: 4.16 eV. The charge is -1.

```
8
Properties=species:S:1:pos:R:3:forces:R:3
F 0.2913 1.9179 0.3421 0.35 0.14 0.14
O 1.1823 0.2129 -1.0372 1.06 -0.71 1.43
O 2.3612 -0.6651 0.8644 1.08 -0.81 0.29
C 1.4829 -0.1608 0.2647 -2.36 2.20 -1.88
C 0.2297 0.5803 0.0986 -2.52 -1.42 -0.63
C -1.8835 -0.2783 0.1516 2.11 -0.54 0.50
H -2.3808 -0.3639 -0.8596 1.02 0.67 -0.05
H -1.2831 -1.2430 0.1755 -0.74 0.47 0.20
```
Forces are in eV/Å.

natural (NBO) population analysis, charges in e, atoms 1 to 6: -0.378 -0.556 -0.590 0.696 0.365 -0.729

Record 7
Formula: C3H2FO2
Source: the Open Molecules 2025 dataset
Level of theory: ωB97M-V/def2-TZVPD

For the largest force on an atom, the calculation gives 5.1 eV/Å. The total energy comes out at -365.83040 hartree. The HOMO energy is -4.14 eV. As for the LUMO energy: 4.07 eV. The charge is -1.

```
8
Properties=species:S:1:pos:R:3:forces:R:3
F 2.4569 0.4295 3.4133 -0.29 -0.11 -0.48
O 1.1815 0.0393 -0.4735 -0.15 -0.71 -0.38
O 0.5670 -0.9545 2.9784 -0.07 0.24 0.26
C 1.1607 -0.9717 0.1219 0.28 0.43 0.60
C 1.2933 -0.3357 2.3155 0.27 -0.10 1.08
C 1.0872 -2.2452 0.4812 -0.57 -0.44 -5.04
H 1.2247 -2.7448 1.3368 0.44 -0.69 3.30
H 0.9608 -2.9980 -0.3664 0.08 1.38 0.68
```
Forces are in eV/Å.

natural (NBO) population analysis, charges in e, atoms 1 to 6: -0.693 -0.534 -0.634 0.681 0.514 -0.783

Record 8
Formula: C3H2FO2Sn
Source: the Open Molecules 2025 dataset
Level of theory: ωB97M-V/def2-TZVPD

For the largest force on an atom, the calculation gives 8.1 eV/Å. The total energy comes out at -579.22547 hartree. The HOMO energy (spin up / spin down) is -17.36 / -19.79 eV. As for the LUMO energy (spin up / spin down): -10.92 / -11.03 eV. The charge is +2. The spin multiplicity is 2.

```
9
Properties=species:S:1:pos:R:3:forces:R:3
Sn -2.6304 -3.8106 0.2433 -2.46 -7.62 -1.32
F -0.1557 -1.7448 -0.1982 -0.48 -0.07 -0.19
O 0.4802 0.9466 1.2180 -1.17 -1.64 2.07
O -2.1459 -2.1405 0.5752 -0.15 3.64 2.43
C -0.6354 0.2950 1.2095 2.42 1.11 -2.20
C -1.6615 0.2985 0.3381 -0.70 -2.84 0.74
C -1.2652 -1.3179 0.3518 2.56 6.96 -0.60
H -2.7010 0.5426 0.5579 -0.02 0.09 -0.56
H 0.3957 1.8724 0.9304 0.00 0.37 -0.37
```
Forces are in eV/Å.

natural (NBO) population analysis, charges in e, atoms 1 to 6: 1.804 -0.246 -0.530 -0.948 0.525 -0.272

Record 9
Formula: C3H2FO3Pd
Source: the Open Molecules 2025 dataset
Level of theory: ωB97M-V/def2-TZVPD

For the largest force on an atom, the calculation gives 17.2 eV/Å. The total energy comes out at -567.83849 hartree. The HOMO energy (spin up / spin down) is -19.57 / -20.06 eV. As for the LUMO energy (spin up / spin down): -9.99 / -13.90 eV. The charge is +2. The spin multiplicity is 4.

```
10
Properties=species:S:1:pos:R:3:forces:R:3
Pd -1.1487 -2.0813 2.6546 -4.83 -14.74 7.42
F -0.2285 -0.2422 -2.1497 0.34 -0.06 0.08
O -0.7097 -0.6837 1.9968 3.67 13.44 -5.71
O 0.1533 1.0209 0.7401 -1.75 -1.03 2.33
O 0.0909 -1.0208 -0.1144 -0.08 -1.35 -0.17
C -0.2446 -0.2997 0.9883 2.12 2.97 -2.69
C 0.8947 1.0560 -0.3506 1.11 1.35 0.36
C 0.5078 -0.1901 -1.0978 0.03 0.92 -0.59
H 1.5843 0.5050 -1.5766 -0.35 -1.70 -0.60
H 1.9018 1.4614 -0.1728 -0.25 0.20 -0.44
```
Forces are in eV/Å.

natural (NBO) population analysis, charges in e, atoms 1 to 6: 0.926 -0.129 -0.477 -0.350 -0.406 0.995

Record 10
Formula: C3H2FOP
Source: the Open Molecules 2025 dataset
Level of theory: ωB97M-V/def2-TZVPD

For the largest force on an atom, the calculation gives 9.1 eV/Å. The total energy comes out at -631.75267 hartree. The HOMO energy is -9.90 eV. As for the structure (SMILES): C#CC(=O)PF. As for the LUMO energy: -1.98 eV.

```
8
Properties=species:S:1:pos:R:3:forces:R:3
P 1.4019 -1.1959 -0.3605 -1.80 -0.38 0.03
F 2.7195 -0.5709 0.0873 2.53 1.64 -0.12
O 1.0048 1.5874 0.4154 -4.31 -7.74 -2.05
C -2.2844 0.6798 -0.3247 -2.69 0.22 -0.63
C 0.2108 0.1628 0.0396 4.59 7.14 1.74
C -1.1519 0.3362 -0.2215 2.15 -0.25 0.65
H -3.3390 0.8745 -0.5082 0.86 -0.05 0.25
H 1.4382 -1.8738 0.8725 -1.33 -0.58 0.12
```
Forces are in eV/Å.

natural (NBO) population analysis, charges in e, atoms 1 to 6: 1.039 -0.552 -0.525 -0.037 0.052 -0.175

Q: What is the largest force on an atom in the first record?
A: 3.6 eV/Å

Q: Which value of largest force on an atom does entry 8 give?
A: 8.1 eV/Å

Q: Among the records above, which one has the highest largest force on an atom?
A: C3H2FO3Pd